# 1
The following is a quantum chemistry calculation of the ion C6H11N4O with charge +1 in a non-equilibrium geometry, from the Open Molecules 2025 dataset.

Net charge: +1
HOMO level (eV): -13.77
Total energy (a.u.): -529.1616
ΔE to the lowest compared entry with this formula, charge and spin (kcal/mol): 41.4
Kohn-Sham gap (eV): 10.01

Each line ends with the natural charge from an NBO analysis.
Element x y z (Å)
C  -1.636  -0.807  -0.152  0.45
C  0.695  -1.070  -0.113  0.56
C  -1.516  0.712  -0.254  -0.53
C  2.890  -0.755  0.085  -0.07
C  -0.240  1.222  0.349  0.24
C  -2.940  -1.408  0.080  -0.69
N  -0.579  -1.538  -0.053  -0.49
N  1.834  -1.674  -0.026  -0.41
N  0.832  0.406  -0.231  -0.33
N  2.171  0.639  0.076  -0.38
O  0.128  2.515  -0.094  -0.69
H  -1.570  0.797  -1.371  0.27
H  -2.357  1.135  0.269  0.26
H  3.579  -0.956  0.914  0.24
H  3.530  -0.876  -0.791  0.23
H  -0.086  1.310  1.391  0.19
H  -2.908  -2.422  -0.249  0.27
H  -3.727  -0.720  -0.341  0.24
H  -3.171  -1.476  1.167  0.28
H  2.280  1.119  1.037  0.43
H  2.618  1.331  -0.687  0.46
H  0.172  2.517  -1.006  0.47

# 2
The following is a quantum chemistry calculation of the ion C6H11N4S with charge +1 in a non-equilibrium geometry, from the Open Molecules 2025 dataset.

Net charge: +1
HOMO level (eV): -13.05
Total energy (a.u.): -851.9933
ΔE to the lowest compared entry with this formula, charge and spin (kcal/mol): 150.1
Kohn-Sham gap (eV): 9.82

Each line ends with the natural charge from an NBO analysis.
Element x y z (Å)
C  2.867  0.296  -1.746  -0.08
C  1.897  0.632  -1.132  0.05
C  0.763  -0.966  1.521  0.32
C  1.445  1.264  1.262  0.00
C  -0.293  0.209  -0.281  -0.02
C  -3.164  0.462  -0.454  -0.75
N  1.475  0.025  1.893  -0.48
N  0.013  -1.027  0.390  -0.30
N  -0.401  -2.293  -0.026  -0.66
N  0.951  1.139  -0.271  -0.46
S  -1.719  1.026  0.474  0.23
H  3.557  -0.136  -2.397  0.26
H  0.726  -1.834  2.011  0.20
H  0.715  2.069  1.533  0.22
H  2.403  1.566  1.111  0.22
H  -0.446  -0.130  -1.246  0.25
H  -4.087  0.953  -0.141  0.27
H  -3.468  -0.508  -0.409  0.23
H  -3.062  0.743  -1.608  0.24
H  -1.200  -2.760  0.332  0.39
H  0.415  -2.848  -0.164  0.38
H  0.612  2.117  -0.651  0.48

# 3
The following is a quantum chemistry calculation of an isolated molecule of C6H11NO in a non-equilibrium geometry, from the Open Molecules 2025 dataset.

HOMO level (eV): -8.35
Total energy (a.u.): -365.1290
ΔE to the lowest compared entry with this formula, charge and spin (kcal/mol): 64.3
Kohn-Sham gap (eV): 8.88

Each line ends with the natural charge from an NBO analysis.
Element x y z (Å)
C  1.874  -0.113  1.109  -0.63
C  1.292  -0.010  -0.312  -0.04
C  0.753  1.427  -0.595  -0.65
C  -0.842  -1.147  -0.291  0.09
C  -1.684  -0.131  0.139  -0.45
C  -3.170  -0.282  0.109  0.39
H  2.518  -1.073  1.181  0.21
H  2.513  0.724  1.489  0.23
H  1.087  -0.080  1.823  0.22
H  2.156  -0.183  -1.046  0.20
H  0.313  2.118  0.065  0.23
H  0.377  1.554  -1.649  0.23
H  1.743  2.003  -0.877  0.21
H  0.839  -1.801  -1.152  0.39
H  -1.300  -2.133  -0.236  0.21
H  -1.380  0.819  0.555  0.22
H  -3.484  -1.321  0.331  0.10
N  0.396  -1.034  -0.748  -0.58
O  -4.002  0.663  0.106  -0.57

# 4
The following is a quantum chemistry calculation of a cluster of 2 separate species, C6H11NO in total in a non-equilibrium geometry, from the Open Molecules 2025 dataset.

HOMO level (eV): -7.01
Total energy (a.u.): -364.9518
ΔE to the lowest compared entry with this formula, charge and spin (kcal/mol): 175.5
Kohn-Sham gap (eV): 3.95

Each line ends with the natural charge from an NBO analysis.
Element x y z (Å)
O  -4.509  -0.157  -0.190  -0.55
C  -3.316  -0.345  0.016  0.31
C  -2.329  -0.289  -1.020  -0.24
C  -0.963  0.143  -0.714  -0.46
C  0.089  -1.010  -0.420  -0.47
N  3.344  0.566  -0.099  -0.58
C  2.048  0.522  -0.215  0.03
C  1.335  -0.609  0.229  -0.06
H  -3.034  -0.558  1.084  0.11
H  2.073  1.438  3.004  -0.01
H  -2.695  -0.210  -2.038  0.21
H  -0.469  0.781  -1.491  0.22
H  -0.995  0.806  0.144  0.23
H  -0.361  -1.912  0.049  0.24
H  0.365  -1.459  -1.385  0.27
H  2.396  1.183  3.627  0.01
H  3.716  1.056  -0.916  0.35
H  1.352  1.334  -0.494  0.16
H  1.953  -1.282  0.828  0.23

# 5
The following is a quantum chemistry calculation of a cluster of 2 separate species, C6H11NO in total in a non-equilibrium geometry, from the Open Molecules 2025 dataset.

HOMO level (eV): -8.31
Total energy (a.u.): -365.1979
ΔE to the lowest compared entry with this formula, charge and spin (kcal/mol): 21.1
Kohn-Sham gap (eV): 9.11

Each line ends with the natural charge from an NBO analysis.
Element x y z (Å)
C  -0.595  -2.925  -0.122  -0.60
C  -0.444  -1.690  0.791  -0.41
C  0.369  -0.577  0.240  -0.10
C  0.738  -0.284  -1.052  -0.08
N  1.501  0.844  -1.033  -0.51
C  1.581  1.355  0.245  -0.09
C  0.933  0.446  1.047  -0.28
H  -1.391  -2.739  -0.830  0.20
H  0.310  -3.096  -0.721  0.20
H  -0.785  -3.838  0.428  0.21
H  -1.460  -1.349  1.055  0.21
H  -0.105  -2.035  1.764  0.21
H  0.741  -0.887  -1.936  0.21
H  1.850  1.316  -1.845  0.41
H  2.346  2.112  0.395  0.21
H  0.901  0.604  2.122  0.22
H  -2.412  2.923  0.751  0.47
H  -2.304  2.493  -0.730  0.47
O  -2.925  2.581  0.011  -0.94

# 6
The following is a quantum chemistry calculation of a cluster of 2 separate species, C6H11NO in total in a non-equilibrium geometry, from the Open Molecules 2025 dataset.

HOMO level (eV): -8.61
Total energy (a.u.): -365.0677
ΔE to the lowest compared entry with this formula, charge and spin (kcal/mol): 102.8
Kohn-Sham gap (eV): 9.38

Each line ends with the natural charge from an NBO analysis.
Element x y z (Å)
C  2.792  -0.087  0.358  -0.41
C  2.038  -0.301  1.471  -0.33
O  0.398  0.864  0.796  -0.52
H  2.282  0.210  2.394  0.20
H  3.359  0.823  0.232  0.19
H  2.701  -0.729  -0.506  0.19
H  1.599  -1.281  1.633  0.19
C  -2.065  -1.126  -1.381  -0.67
C  -0.878  -0.287  -1.025  0.28
C  -0.851  0.183  0.408  -0.04
C  -1.121  1.571  0.700  -0.12
N  0.011  -0.030  -1.880  -0.60
H  0.685  0.653  -1.524  0.35
H  -1.126  -0.562  1.155  0.20
H  -2.034  -1.360  -2.444  0.24
H  -2.996  -0.614  -1.126  0.22
H  -2.042  -2.062  -0.819  0.22
H  -1.237  2.280  -0.111  0.21
H  -1.514  1.855  1.668  0.21